Record 1
{"formula": "C6H12N4OS", "method": "the ωB97M-V functional and the def2-TZVPD basis", "elements": ["C", "S", "O", "C", "C", "N", "H", "H", "H", "H", "H", "H", "H", "C", "N", "C", "N", "C", "N", "H", "H", "H", "H", "H"], "xyz": [[1.79577, 1.66720, 0.31793], [0.28702, 2.08893, -0.27608], [-0.14634, 1.26704, -1.39935], [-0.89106, 2.36141, 0.86977], [-2.32691, 2.06138, 0.60541], [-2.80764, 1.10103, 1.58871], [2.14665, 2.35005, 1.07404], [2.50657, 1.42718, -0.45406], [-0.61580, 3.09772, 1.60551], [-2.43117, 1.61601, -0.38657], [-2.96985, 2.94856, 0.66375], [-2.67513, 1.46765, 2.52735], [-2.28725, 0.23171, 1.52326], [1.61994, -1.94778, -2.21152], [1.05870, -2.15783, -0.91188], [-0.03486, -1.59776, -0.37823], [-0.22464, -2.04549, 0.84441], [0.79937, -2.90385, 1.01645], [1.59629, -2.99891, -0.02196], [1.47485, -2.83512, -2.83384], [1.12752, -1.08985, -2.66744], [2.69062, -1.75791, -2.12139], [-0.64792, -0.88500, -0.88915], [0.95526, -3.46637, 1.91487]], "atomic_forces_ev_per_a": [[-0.5, 0.8, -0.4], [-0.2, -1.6, 1.5], [-0.1, 0.3, -0.6], [0.9, 0.8, -1.1], [-0.2, -0.2, -0.2], [-0.2, -0.1, 0.3], [0.1, 0.0, 0.4], [0.0, 0.0, -0.3], [0.2, 0.0, 0.3], [-0.1, 0.2, 0.1], [0.2, -0.1, -0.1], [-0.1, -0.2, -0.1], [0.0, 0.0, 0.1], [0.3, -0.1, -0.5], [-0.5, 0.3, 0.4], [0.0, -0.1, 0.2], [-0.5, 0.3, 0.2], [0.0, 0.1, -0.2], [0.7, -0.5, 0.0], [0.0, 0.1, 0.0], [0.0, 0.0, 0.0], [-0.1, 0.0, 0.0], [-0.1, 0.2, -0.2], [0.1, -0.1, 0.2]], "mulliken_charge": [-0.834, 0.682, -0.570, -0.286, -0.527, -0.608, 0.326, 0.323, 0.317, 0.373, 0.301, 0.224, 0.286, -0.772, 0.739, -0.156, -0.537, -0.189, -0.911, 0.301, 0.286, 0.276, 0.521, 0.435], "total_charge": 0, "homo_lumo_gap_ev": [7.33, 7.43], "lumo_energy_ev": [-0.91, -0.89], "spin_multiplicity": 1, "smiles": "C=S(=O)=CCN.Cn1cncn1", "molar_mass_da": 188.26, "e_above_lowest_kcal_mol": 22.61, "homo_energy_ev": [-8.23, -8.32]}

Record 2
{"formula": "C19H19FNO4S", "method": "the ωB97M-V functional and the def2-TZVPD basis", "elements": ["C", "C", "O", "C", "O", "C", "C", "C", "S", "O", "O", "F", "N", "C", "C", "C", "C", "C", "C", "C", "C", "C", "C", "C", "C", "C", "H", "H", "H", "H", "H", "H", "H", "H", "H", "H", "H", "H", "H", "H", "H", "H", "H", "H", "H"], "xyz": [[-1.46066, 4.55718, 3.12198], [-1.90617, 3.13534, 2.80789], [-0.86169, 2.56341, 1.91574], [-1.15017, 1.33080, 1.40742], [-2.30684, 0.89325, 1.34149], [0.20433, 0.57919, 0.90045], [1.01034, 0.34639, 2.17731], [2.37922, -0.14603, 2.32246], [3.65699, 0.85398, 2.84451], [3.87189, 0.95361, 4.26451], [3.72126, 2.04329, 2.03542], [4.88137, -0.14303, 2.41825], [-0.27210, -0.58818, 0.20244], [-0.36712, -0.98183, -1.03942], [-0.92684, -2.34360, -1.16205], [-0.49086, -3.23297, -2.16565], [-0.62468, -4.62948, -1.93992], [-1.30939, -5.08549, -0.78364], [-1.93457, -4.16130, 0.07703], [-1.74192, -2.79519, -0.12047], [0.02196, -0.32236, -2.31667], [-0.69096, -0.40125, -3.54768], [-0.26706, 0.41017, -4.62130], [0.90814, 1.18544, -4.51786], [1.66778, 1.12636, -3.33970], [1.15979, 0.46244, -2.22276], [-1.80698, 4.90218, 4.10757], [-0.36978, 4.72294, 3.20273], [-1.87648, 5.25651, 2.36875], [-1.88705, 2.53925, 3.73737], [-2.93877, 3.13570, 2.39669], [0.78211, 1.27959, 0.30448], [0.30271, -0.29216, 2.75869], [1.09113, 1.42372, 2.39255], [2.65183, -1.19123, 2.45486], [0.03617, -2.87909, -3.08659], [-0.16022, -5.35122, -2.62478], [-1.35352, -6.13977, -0.53991], [-2.52329, -4.45410, 0.93468], [-2.13286, -2.02185, 0.54221], [-1.58161, -1.02345, -3.66242], [-0.85975, 0.46046, -5.53709], [1.20125, 1.82350, -5.34120], [2.61294, 1.63490, -3.22501], [1.64010, 0.56400, -1.24336]], "atomic_forces_ev_per_a": [[0.0, 1.0, 0.0], [0.9, 0.0, 0.3], [-1.4, -0.6, 0.3], [-1.0, -0.6, -0.8], [2.8, 0.8, 0.3], [-1.7, 0.6, -1.5], [-0.4, 0.3, 0.8], [1.9, -0.4, -0.5], [-2.3, -2.3, -1.2], [0.5, 0.6, 0.2], [0.6, 0.6, 0.5], [0.1, 0.6, 0.0], [0.1, -1.0, -1.7], [-0.5, 0.9, 1.9], [0.0, -0.8, -0.5], [0.3, -0.9, 0.1], [-0.5, 0.5, 0.7], [0.1, 0.8, -0.4], [0.4, 0.4, -0.6], [0.2, -0.4, -0.2], [-0.2, 0.6, -0.1], [0.7, 0.8, 0.2], [0.2, -0.1, 0.7], [-0.3, -0.7, 0.6], [-0.7, 0.2, -0.1], [0.5, 0.3, -0.4], [-0.4, -0.3, -0.3], [-0.4, -0.5, -0.4], [0.4, -0.3, 0.4], [-0.1, 0.0, -0.5], [0.9, -0.3, -0.1], [-0.2, 0.4, -0.3], [0.2, 0.8, 0.5], [-0.4, -0.3, 1.3], [-0.4, 0.2, 0.1], [-0.4, -0.3, 1.1], [-0.3, 0.4, 0.3], [0.0, 0.0, -0.2], [0.0, -0.4, 0.0], [0.1, -0.4, 0.0], [0.3, 0.2, 0.2], [0.2, -0.1, 0.3], [0.1, -0.1, 0.0], [0.0, 0.3, -0.2], [0.1, -0.3, -0.6]], "mulliken_charge": [-1.134, -0.205, -0.200, 0.139, -0.621, 0.626, -0.462, -1.171, 1.002, -0.663, -0.597, -0.304, -0.162, 0.162, 0.301, -0.366, -0.641, -0.448, -0.530, -0.311, 0.530, -0.072, -0.659, -0.391, -0.885, -0.317, 0.363, 0.305, 0.281, 0.277, 0.273, 0.265, 0.162, 0.239, 0.297, 0.286, 0.341, 0.359, 0.378, 0.362, 0.471, 0.358, 0.371, 0.428, 0.562], "total_charge": -1, "homo_lumo_gap_ev": 5.63, "lumo_energy_ev": 2.69, "spin_multiplicity": 1, "smiles": "CCOC(=O)[C@@H](CC=[S@](=O)([O-])F)N=C(c1ccccc1)c1ccccc1", "molar_mass_da": 376.43, "e_above_lowest_kcal_mol": 17.84, "homo_energy_ev": -2.94}

Record 3
{"formula": "C23H25F3N4Pd", "method": "the ωB97M-V functional and the def2-TZVPD basis", "elements": ["Pd", "C", "C", "C", "C", "C", "C", "C", "N", "C", "N", "C", "C", "C", "C", "C", "C", "C", "N", "C", "C", "C", "C", "C", "C", "C", "H", "H", "H", "H", "H", "H", "H", "H", "H", "H", "H", "H", "H", "H", "H", "H", "H", "H", "H", "H", "H", "H", "N", "H", "H", "H", "F", "C", "F", "F"], "xyz": [[-0.01728, -0.15248, 0.10543], [0.52973, 6.52477, 1.89413], [1.54851, 6.34221, 0.80461], [2.43651, 7.35651, 0.46931], [3.38356, 7.19204, -0.53059], [3.43617, 5.99795, -1.23147], [2.54710, 4.97783, -0.93113], [1.61836, 5.13865, 0.09369], [0.69038, 4.12269, 0.41890], [0.87399, 2.76041, 0.29596], [2.13237, 2.33579, 0.46390], [2.71835, 1.05987, 0.27132], [1.98014, -0.10678, 0.03465], [2.74899, -1.23780, -0.27654], [4.13036, -1.23634, -0.28847], [4.82084, -0.08097, 0.03830], [4.12793, 1.08260, 0.31116], [4.89409, 2.34262, 0.63346], [-0.12987, 1.95704, 0.11392], [-1.41269, 2.54654, -0.05361], [-1.79131, 3.07039, -1.28593], [-3.06330, 3.59487, -1.46730], [-3.96189, 3.59645, -0.41115], [-3.57938, 3.07988, 0.81949], [-2.30785, 2.55224, 1.02444], [-1.89271, 2.00061, 2.35920], [0.71154, 7.44891, 2.43969], [0.55659, 5.69450, 2.60226], [-0.48725, 6.57693, 1.49348], [2.38885, 8.29050, 1.01645], [4.07122, 7.99397, -0.76319], [4.15787, 5.85941, -2.02575], [2.56522, 4.05773, -1.50148], [-0.26733, 4.41089, 0.53949], [2.78554, 3.06985, 0.67818], [2.25268, -2.16244, -0.52718], [4.66668, -2.14403, -0.53505], [5.90393, -0.07394, 0.06988], [5.95850, 2.12387, 0.69424], [4.60245, 2.77485, 1.59646], [4.76770, 3.11766, -0.12932], [-1.07918, 3.04411, -2.10211], [-3.34968, 3.99452, -2.43134], [-4.95802, 3.99794, -0.54290], [-4.28124, 3.08503, 1.64523], [-2.70694, 2.07643, 3.07888], [-1.03099, 2.53941, 2.75854], [-1.58888, 0.95461, 2.27940], [-2.17045, -0.29340, -0.34962], [-2.18810, -1.01697, -1.06128], [-2.58437, 0.55058, -0.72854], [-2.74732, -0.61828, 0.41801], [0.83524, -2.80237, 1.08014], [-0.11539, -2.11536, 0.41474], [-1.25859, -2.31975, 1.20074], [-0.36536, -2.87020, -0.70840]], "atomic_forces_ev_per_a": [[0.0, 0.4, -0.2], [0.0, 0.0, 0.0], [0.0, 0.0, 0.0], [0.0, 0.0, 0.0], [0.0, 0.0, 0.0], [0.0, 0.0, 0.0], [0.0, 0.0, 0.0], [0.0, 0.0, 0.0], [0.0, 0.0, 0.0], [-0.1, 0.0, 0.1], [0.0, 0.1, 0.2], [0.1, -0.1, -0.2], [0.2, 0.1, 0.3], [-0.1, -0.1, -0.1], [0.0, 0.0, 0.0], [0.0, 0.0, 0.0], [0.0, 0.0, 0.0], [0.0, 0.0, 0.0], [0.0, 0.0, -0.2], [0.0, 0.0, 0.0], [0.0, -0.1, 0.0], [0.0, 0.0, 0.0], [0.0, 0.0, 0.0], [0.0, 0.0, 0.0], [0.0, 0.1, 0.0], [0.0, 0.0, 0.0], [0.0, 0.0, 0.0], [0.0, 0.0, 0.0], [0.0, 0.0, 0.0], [0.0, 0.0, 0.0], [0.0, 0.0, 0.0], [0.0, 0.0, 0.0], [0.0, 0.0, 0.0], [0.0, 0.0, 0.0], [0.0, 0.0, 0.0], [0.0, 0.0, 0.0], [0.0, 0.0, 0.0], [0.0, 0.0, 0.0], [0.0, 0.0, 0.0], [0.0, 0.0, 0.0], [0.0, 0.0, 0.0], [0.0, 0.0, 0.0], [0.0, 0.0, 0.0], [0.0, 0.0, 0.0], [0.0, 0.0, 0.0], [0.0, 0.0, 0.0], [0.0, 0.0, 0.0], [0.0, 0.0, 0.0], [0.0, -0.1, 0.0], [-0.1, 0.0, 0.0], [0.0, 0.0, 0.0], [0.1, 0.0, 0.0], [0.1, 0.0, 0.1], [-0.3, -0.3, 0.1], [0.1, -0.1, -0.1], [0.0, 0.0, 0.0]], "mulliken_charge": [-0.121, -1.474, 0.624, -0.686, -0.715, -0.838, 0.098, 0.090, 0.287, 0.027, 0.048, 1.449, -1.009, -0.040, -1.161, -0.581, 0.846, -1.501, -0.136, -1.165, -0.013, -0.933, -0.609, -1.002, 2.112, -1.150, 0.416, 0.301, 0.328, 0.367, 0.394, 0.423, 0.612, 0.342, -0.012, 0.339, 0.375, 0.334, 0.395, 0.392, 0.271, 0.504, 0.405, 0.406, 0.405, 0.425, 0.213, 0.196, -0.687, 0.317, 0.206, 0.254, -0.228, 0.475, -0.298, -0.316], "total_charge": 0, "homo_lumo_gap_ev": 8.20, "lumo_energy_ev": 0.42, "spin_multiplicity": 1, "molar_mass_da": 520.90, "e_above_lowest_kcal_mol": 5.28, "homo_energy_ev": -7.77}